{"formula": "C3H11NS", "method": "ωB97M-V with the def2-TZVPD basis set", "elements": ["C", "S", "H", "H", "H", "C", "N", "C", "H", "H", "H", "H", "H", "H", "H", "H"], "xyz": [[2.3615, 1.5377, -0.2178], [2.7792, 1.1134, 1.4518], [1.8889, 2.5862, -0.3528], [1.6656, 0.6706, -0.4425], [3.3354, 1.5425, -0.6876], [-1.7597, -0.8075, 0.9947], [-0.6889, -1.1914, 0.0944], [-0.9542, -0.7177, -1.3840], [-2.8772, -1.0786, 0.5465], [-1.7061, 0.2929, 1.1580], [-1.6313, -1.3680, 1.9286], [1.5462, 1.3102, 1.9200], [-0.7862, -2.2212, 0.1775], [-0.3116, -1.0793, -2.1668], [-1.9868, -0.9601, -1.6433], [-0.8748, 0.3703, -1.3766]], "max_force_ha_per_bohr": 0.057, "s_squared": 0.755, "multiplicity": 2, "energy_ha": -573.44659, "total_charge": 1, "homo_ev": [-13.9, -12.4]}